Record 1
A cluster of 6 separate species, C33H77NO8P in total, computed with ωB97M-V/def2-TZVPD.

Structure (XYZ):
```
120
Properties=species:S:1:pos:R:3:forces:R:3:mulliken_charge:R:1
H 2.345309 1.644671 -3.357944 -0.04 -0.03 -0.05 0.01
H -0.731946 -4.977845 3.964005 -0.03 -0.05 -0.02 0.36
H 5.449626 -2.748913 3.386038 0.00 -0.02 -0.01 0.45
O 0.019913 -6.783364 3.540145 -0.08 -0.02 -0.02 -0.49
H 2.524585 -6.671939 4.816265 0.02 -0.01 -0.01 0.15
C 2.253754 -0.359028 3.115111 -0.03 0.09 0.09 -0.17
H 0.769002 -5.322358 4.809164 0.04 0.00 -0.04 0.07
H 0.356652 4.136211 -2.246379 -0.07 -0.02 -0.05 0.39
C 0.259234 -5.418233 3.843809 0.02 0.10 0.07 -0.20
H -7.344100 3.609492 2.737798 0.02 0.01 0.04 0.27
H 1.398980 4.163696 -0.836655 -0.09 -0.06 0.12 0.35
C -1.568783 3.357842 -9.533778 -0.01 -0.10 -0.03 -1.14
H -2.346084 2.639838 -2.154433 -0.05 0.04 -0.06 0.62
H 1.670798 -0.349815 -2.386112 0.03 0.00 -0.02 0.17
C -1.679765 0.938916 -3.255430 0.14 0.56 -0.69 2.30
C 3.081847 2.386214 -3.058418 0.39 0.31 0.09 -0.14
C -0.593588 0.662659 -8.715934 0.01 -0.10 -0.05 -0.33
H -2.244155 2.662789 0.660279 -0.35 0.03 -0.57 -0.05
H 4.698344 -1.311123 4.072054 0.03 0.00 -0.02 0.27
C -5.217477 5.407850 1.050517 0.05 -0.05 0.13 -0.92
H -2.390879 1.902032 -5.069832 -0.02 0.08 -0.02 0.44
C 2.835009 -2.620262 8.563534 -0.11 0.00 0.00 -1.39
H 2.047395 -5.027395 2.670233 0.01 0.03 0.04 0.22
H 0.274626 -2.982582 7.808244 0.04 0.02 0.01 0.30
C 2.428424 3.720574 -2.685784 0.08 -0.18 0.11 -0.94
H -1.513375 0.379783 -5.344790 -0.22 -0.06 -0.02 0.52
H 3.196398 4.292255 -2.161634 -0.03 0.16 -0.04 0.33
H -6.850533 2.295368 3.800024 0.01 -0.02 0.00 0.41
H 3.369641 1.725069 -1.014381 -0.03 -0.17 0.00 0.00
H 0.821877 -0.390559 -9.946444 0.00 -0.02 0.01 0.40
C 3.694309 -2.114593 2.314560 0.12 -0.02 0.02 -0.47
C -5.910582 4.211156 0.423577 -0.04 0.09 -0.04 -0.33
C -1.003994 -1.736576 -1.053462 -0.11 0.08 0.31 -1.73
O -1.006226 -1.211131 -3.636318 0.77 0.03 -0.43 -0.72
H -7.476551 1.940938 2.180160 0.01 -0.03 0.02 0.30
H -1.449064 2.711066 -10.403993 0.02 0.03 -0.01 0.27
H -4.982588 1.695918 2.323708 0.01 0.00 -0.04 0.34
H 3.570049 -3.089162 1.841611 -0.05 0.01 -0.02 0.43
H -0.731752 -1.831843 0.001039 0.01 -0.01 0.03 0.38
C -0.338215 -0.459851 -1.556134 1.08 -0.07 0.34 1.94
H 2.656235 -0.377894 4.135616 0.04 0.07 -0.02 0.05
H -4.140576 5.356223 0.881026 0.00 0.02 -0.03 0.14
H 2.643253 1.729682 2.751018 -0.08 -0.01 -0.02 0.52
H -5.779818 4.237627 -0.658737 0.01 -0.05 -0.01 0.33
O -0.712052 1.777704 -7.851138 -0.03 0.02 0.10 -0.28
H 2.734382 -3.576720 9.077930 0.03 -0.01 0.00 0.31
H 0.469265 3.164322 -8.839374 -0.01 -0.01 -0.03 0.32
C 1.178154 -7.574638 3.361499 0.07 -0.07 0.00 -0.30
H -0.706781 -1.342917 6.179855 -0.02 -0.03 -0.01 0.48
H -3.439327 -0.137001 -3.867891 0.00 -0.31 0.13 0.38
H -3.767536 1.316889 -2.957494 -0.09 -0.02 0.09 0.45
H -1.624583 4.419888 -0.583116 -0.13 -0.17 -0.25 0.12
H 1.747743 -7.232648 2.489210 0.02 0.02 0.02 0.26
H 3.740937 2.591973 -3.904761 -0.12 -0.15 -0.18 0.46
H -0.657942 3.762488 -7.632759 0.01 -0.03 0.03 0.32
H 1.178648 -0.194570 3.204936 0.00 -0.03 0.00 0.46
H -2.582066 3.223874 -9.152898 0.00 0.03 0.01 0.31
N -0.685814 -0.152798 -2.987725 -1.76 -0.55 0.88 0.63
H 3.749209 -2.133375 8.904265 0.02 -0.01 -0.01 0.45
H 3.780316 -3.401912 6.801973 -0.02 -0.02 -0.02 0.40
C 4.491868 -2.272295 3.597942 -0.05 0.06 0.06 -0.99
C -0.549052 3.048822 -8.450396 0.01 0.08 -0.04 -0.32
H 2.886613 -8.349728 4.417030 -0.01 -0.02 -0.01 0.41
C -1.555704 1.284523 -4.746122 0.45 -0.16 0.21 -2.40
H 1.506249 -7.959721 5.459762 0.00 -0.03 0.00 0.27
H -1.454255 4.388666 -9.870316 0.00 0.01 0.02 0.40
H -1.761549 0.599654 -0.282709 -0.11 -0.03 -0.20 0.51
H -5.594857 6.335497 0.619770 -0.01 -0.01 -0.04 0.40
H -6.989177 4.248604 0.612938 0.01 0.01 0.03 0.33
H 0.603473 -1.711623 5.039285 -0.04 0.00 -0.02 -0.06
H -3.221023 -0.134940 -2.095365 -0.06 -0.02 0.05 0.26
C -6.864075 2.630156 2.762648 -0.04 0.07 -0.08 -1.21
H 0.953678 -0.898291 6.565277 -0.04 0.01 0.02 0.26
C 0.763383 0.544247 -9.388527 0.02 0.12 0.00 -1.13
C 0.518100 -3.025221 6.740409 -0.12 0.04 0.02 -0.31
H -0.169601 -3.741293 6.289676 0.03 -0.01 0.00 0.36
H -5.381552 5.454648 2.127848 -0.03 0.03 -0.01 0.28
H -1.394052 0.668973 -9.464742 0.02 0.02 -0.02 0.33
C 1.195156 -0.692074 -1.468135 0.05 0.31 -0.53 -1.00
H 0.945554 1.359889 -10.090029 -0.02 -0.02 -0.03 0.27
C 3.964913 1.893215 -1.912716 -0.38 0.22 0.11 -0.96
H 1.559792 0.557485 -8.643430 0.00 -0.04 0.01 0.31
O 0.856563 2.282860 -1.455023 -0.03 -0.13 -0.10 0.06
C -3.116962 0.444445 -3.008424 0.24 0.19 -0.14 -1.72
H 1.444643 -1.742373 -1.342827 -0.06 -0.08 0.06 0.43
H -0.106954 0.599487 0.280283 -0.05 -0.05 0.09 0.79
H -2.091049 -1.705549 -1.104762 -0.04 -0.04 -0.14 0.31
H 4.660966 2.696695 -1.667150 0.25 -0.14 0.01 0.44
C 2.076077 -7.639713 4.586488 -0.01 0.10 0.02 -0.92
H 3.941340 -2.888827 4.310979 0.00 -0.03 -0.03 0.04
C 2.870450 0.762113 2.303519 0.19 -0.03 -0.03 -1.25
H 2.481292 0.748067 1.284634 -0.03 0.07 0.00 -0.01
O 2.379136 -1.636322 2.519597 -0.21 -0.08 -0.11 -0.01
C 1.023353 -4.661694 2.772204 0.02 -0.13 -0.01 -0.57
H -0.763027 -0.206600 -8.080047 -0.01 0.02 0.04 0.31
H 1.995071 -1.989819 8.858795 0.02 0.03 0.00 0.29
C -0.516287 2.072618 -1.201442 -0.57 0.29 -0.34 1.83
C 1.197286 3.631180 -1.767277 0.31 0.23 0.06 -0.52
O -5.376371 2.963610 0.828724 0.10 -0.08 -0.11 -0.38
O -0.137384 3.597084 1.140693 0.25 0.14 -0.03 -0.80
H 3.957202 0.671055 2.250165 0.00 0.02 0.00 0.36
C -1.378499 2.226756 -2.461087 -0.23 -0.14 0.44 -2.04
H 4.229575 -1.479062 1.599581 0.01 0.03 0.03 0.35
H 2.969642 -1.866005 6.541680 -0.02 0.01 0.02 -0.02
H -0.621921 -2.616666 -1.559101 -0.13 0.00 -0.19 0.40
H 2.185570 4.294973 -3.579761 -0.13 -0.09 -0.08 0.38
H 1.079732 -3.604544 3.028551 0.01 0.02 -0.02 0.09
C -0.724750 0.688074 -0.614806 0.24 0.13 0.03 -3.17
C -5.448348 2.675641 2.214425 0.00 -0.02 0.11 -0.28
H -4.837383 3.382789 2.787144 -0.02 0.02 0.00 0.34
C 0.332243 -1.662407 6.095092 0.15 -0.02 -0.03 -0.78
H -0.936671 2.978292 -3.110564 0.08 -0.03 -0.05 0.08
H 0.807441 -8.572604 3.125419 -0.04 0.01 0.00 0.37
O 1.806668 -3.581662 6.542996 0.01 -0.08 -0.05 -0.40
H 4.516435 0.988389 -2.156532 0.03 -0.05 -0.01 0.33
H -0.619031 1.816595 -4.913292 -0.04 0.09 -0.13 0.40
H 0.533991 -4.764586 1.801612 -0.03 0.02 0.01 0.27
C 2.888624 -2.829437 7.059776 0.08 0.05 0.03 0.09
H 1.638027 -0.114711 -0.662419 0.03 -0.10 0.13 -0.21
P -1.118333 3.278704 0.076606 0.49 -0.09 1.11 0.64
```
Forces are in eV/Å.

Output
Energy relative to the best compared isomer or geometry (same formula, charge and spin) in kcal per mole: 10.7
Orbital gap (alpha / beta) in eV: 8.9298 / 9.7270
Multiplicity: 2
Highest occupied orbital energy (alpha / beta) in eV: -8.37 / -9.28


Record 2
A cluster of 3 separate species, C33H78BFN4O12P5 in total, computed with ωB97M-V/def2-TZVPD.

Structure (XYZ):
```
134
Properties=species:S:1:pos:R:3:forces:R:3:mulliken_charge:R:1
O 0.442501 2.716996 -3.637432 0.39 0.07 0.16 -0.54
H 1.365465 2.980246 -3.752648 0.04 -0.10 -0.02 0.36
H 7.777151 7.114633 7.015645 -0.01 0.03 0.00 0.29
H -1.792396 3.001463 1.221015 -0.12 -0.04 0.00 0.38
H 1.191856 0.288670 -3.287181 -0.14 -0.18 0.10 0.30
C 2.045271 0.128656 2.104696 0.00 0.00 0.37 0.36
H -8.533946 -2.416745 -8.967280 0.00 -0.02 0.00 0.38
O 5.100083 4.355233 9.087030 -1.09 -0.90 0.17 -0.75
C 6.448053 1.643162 -1.961357 0.03 -0.18 -0.04 -0.77
H -4.076715 -2.458890 -4.249506 -0.05 0.03 -0.12 -0.16
H -4.531193 -7.747874 -7.346056 -0.04 0.03 0.11 0.35
C 5.736410 6.669988 7.529457 0.08 0.36 0.07 -0.29
C 5.710277 0.826003 7.431857 -0.14 0.11 -0.07 -0.93
C 7.149790 7.052387 7.905565 0.11 -0.14 -0.06 -1.17
H 5.787852 0.767325 6.345041 0.06 -0.04 0.01 0.20
O 0.656135 3.952469 -1.338060 0.79 -0.30 -0.61 -0.40
H 2.949743 1.578508 -3.711184 -0.02 0.13 0.01 0.68
C -4.266834 -2.610672 0.258669 0.07 0.50 -0.28 -1.35
C 1.282108 -2.174558 -0.536896 -0.16 0.01 -0.12 -1.02
H 6.532770 1.999612 9.050561 -0.02 0.07 -0.02 0.32
H -1.181113 -3.051425 -1.677533 0.09 -0.40 -0.24 0.26
C -3.651300 -1.290323 0.806204 -0.60 -1.35 0.26 0.37
N -0.055164 2.356863 3.762250 0.05 -0.35 -0.26 -0.78
P 5.253184 4.061440 7.663909 2.14 2.15 -0.91 0.75
H -3.647009 -5.178563 -8.743552 -0.09 -0.02 -0.06 0.27
H 6.494192 0.637349 -1.534039 0.03 0.04 0.09 0.34
C 0.898280 0.897611 1.392783 0.45 -0.78 0.91 1.80
H -2.378564 -1.568768 -0.794384 0.19 0.28 -0.09 0.18
C 0.648166 1.015594 -1.287602 0.21 0.66 -0.54 1.11
H -4.914795 -1.588646 2.499427 0.00 0.01 -0.01 0.58
O 5.103056 2.044902 -2.170561 -0.05 0.08 0.28 -0.37
C -0.534270 -0.055266 -1.141653 0.83 -0.47 -0.24 0.62
H -0.118413 0.047679 3.473077 0.03 0.47 -0.30 1.09
H -6.810529 -2.029688 -9.106792 -0.02 -0.01 -0.03 0.29
H -3.956872 0.942782 -2.239349 0.18 0.05 0.08 0.41
H -3.581185 -3.449952 0.390737 -0.13 -0.10 0.10 0.34
H -2.755240 1.096083 1.369345 0.11 -0.36 0.00 0.69
H 4.674616 1.068306 7.676477 0.01 -0.01 0.04 0.26
C -4.701307 -6.723246 -7.673872 0.07 -0.30 -0.08 -0.19
H -7.132339 -4.454753 -9.439991 0.08 -0.01 0.03 0.32
H 2.092494 2.812714 2.614556 0.10 -0.25 -0.27 -0.08
H 4.533130 0.204275 -2.832646 -0.08 -0.22 0.22 0.51
C -3.455161 0.027864 -2.559539 -0.58 -0.54 0.17 -1.29
O -4.856629 -5.946434 -6.466913 -0.21 -0.44 0.79 -0.27
C -2.234668 1.169925 0.411395 -0.14 0.91 0.52 -2.20
C 6.661933 1.873778 7.973620 0.10 -0.23 0.16 -0.37
H -3.881038 -0.790781 -1.975654 0.16 -0.08 -0.03 0.17
C -3.592170 -4.516898 -3.882903 -0.02 -0.11 -0.12 -0.96
H 0.876699 -2.814097 0.262310 0.08 0.01 0.04 0.36
H -5.473787 -3.450699 -3.820234 -0.04 0.00 -0.07 0.34
H 7.693783 1.576526 7.795721 0.02 0.10 -0.06 0.31
H 4.139254 0.521549 -1.129989 0.00 0.13 0.06 0.23
P 0.749774 2.488428 2.419178 -0.95 1.04 0.56 0.02
C -0.821025 -0.355472 2.746832 0.76 -0.21 1.17 -1.85
C 2.842127 1.485913 -2.628275 0.03 -0.15 -0.15 -1.83
H -3.307740 -4.318719 -2.846882 -0.03 0.02 0.01 0.20
H -4.479861 -2.492852 -0.807597 0.13 -0.21 -0.04 0.15
C 1.671824 0.497903 -2.338376 0.73 0.79 0.15 0.39
O -4.807647 -3.560682 -5.779815 0.17 -0.36 0.42 -0.28
C -2.214282 -1.289305 0.244021 -0.05 -0.03 0.12 -0.95
H -1.680817 -2.144735 0.670878 -0.03 0.12 0.23 0.77
O 5.715099 5.388700 6.887917 -0.33 -0.25 -0.12 -0.22
H 3.585232 0.381391 3.537694 -0.04 -1.35 0.22 0.36
C 1.475128 1.251993 -0.001780 0.01 -0.51 -0.15 -1.29
H -4.058375 -5.501878 -3.924212 -0.01 0.01 0.04 0.42
H -3.043825 1.121857 -0.312968 0.20 -0.22 -0.21 0.07
H -0.342593 -2.396172 4.943668 0.05 0.28 0.08 0.35
H 3.292736 5.374618 6.110801 0.19 0.01 0.09 0.28
H 5.330737 7.381424 6.806498 0.00 -0.07 -0.05 0.32
H 2.201413 -0.384926 -1.968470 -0.49 -0.36 -0.12 -0.05
N -0.889991 -1.796143 2.962555 0.06 0.13 -0.01 -0.07
H -0.135207 -1.019660 -4.138680 -0.01 0.02 0.09 0.47
O -5.937240 -4.223395 -7.814852 0.20 -0.33 0.13 -0.27
H 2.002133 -1.474880 -0.121996 0.00 -0.05 0.08 0.26
N -0.276144 -0.084462 1.368743 -0.24 -0.24 -0.31 0.88
C -1.219441 -2.071570 4.383802 -0.32 -0.50 -0.28 -1.09
C 4.073879 4.307984 4.392388 0.14 -0.09 -0.09 -0.98
H -2.606946 -6.295464 -7.866821 0.00 -0.07 -0.01 0.29
C -1.298278 -0.019503 0.225619 -1.26 -0.09 -0.77 0.37
H -3.262110 -2.041806 2.834569 0.11 0.11 -0.08 0.24
H 5.942243 -0.149675 7.859193 0.03 0.01 0.01 0.43
H 2.535690 -0.636640 1.508254 0.72 0.89 -0.50 0.34
H 5.096801 4.678015 4.436988 -0.03 0.10 0.07 0.39
H -3.796266 -0.127764 -3.585718 0.23 0.00 -0.07 0.67
H 0.053664 -2.156649 2.838599 -0.01 0.02 -0.10 0.26
B 0.059007 -1.565563 -1.340698 0.01 -0.22 0.45 0.41
P -1.653590 0.286027 -2.640270 0.39 2.08 -0.52 0.91
H -7.560732 -2.119492 -7.515166 -0.08 -0.05 0.02 0.27
O 4.138498 3.542327 6.677871 -0.51 -0.55 0.58 -0.22
C 4.189322 0.978376 -2.130152 0.17 0.05 -0.65 -0.78
H -1.745498 0.169278 2.955628 -0.19 -0.23 -0.42 0.34
H 6.998192 1.626423 -2.905303 -0.04 0.05 -0.02 0.27
C -3.875679 -1.307405 2.320513 -0.40 0.40 -0.04 -1.69
C -7.553999 -2.561577 -8.511945 0.16 0.09 0.08 -1.14
P -0.123311 2.694170 -2.106101 -1.94 0.12 0.73 -0.02
H 2.681414 2.491911 -2.236038 -0.02 -0.10 0.22 0.49
H 0.595107 4.724533 -1.913506 -0.09 0.16 0.05 0.38
C -1.043620 -0.426858 -4.212589 -0.29 -1.06 -0.08 -1.37
H -7.988567 -4.588114 -7.907969 0.08 0.02 0.15 0.37
H -0.888801 0.366008 -4.942442 0.03 0.18 0.21 0.37
H -0.818081 3.022370 3.800364 -0.02 -0.05 0.16 0.26
F 1.976228 2.546182 0.117091 -0.06 -0.22 0.14 -0.58
C 3.407185 4.354870 5.746573 -0.30 -0.01 -0.12 -0.21
P -5.797915 -4.703728 -6.293031 -0.29 2.10 -2.27 0.86
H -1.933322 -2.894896 4.426626 -0.05 0.06 0.05 0.39
C -3.516917 -6.222881 -8.463430 0.07 0.19 0.06 -1.08
H -3.789298 -0.318266 2.777903 0.29 -0.09 0.09 0.29
H 4.117532 3.276671 4.033110 -0.05 0.01 -0.01 0.09
H -1.680382 -1.207521 4.859123 0.11 0.03 0.05 0.40
H -2.693601 -4.553771 -4.499592 0.03 0.06 0.04 0.28
H -5.222721 -2.823232 0.732329 0.07 -0.11 0.10 0.48
O -7.105930 -4.666126 -5.640682 0.27 -1.09 0.83 -0.78
C 2.516820 0.356354 3.342155 -0.24 -0.19 -0.05 -1.78
H 7.164452 8.018171 8.411292 -0.02 0.00 0.00 0.38
N -1.590635 2.475231 0.381476 0.12 0.03 0.18 -0.06
H -1.895172 3.035358 -0.404624 0.13 -0.08 -0.10 0.33
H 5.082596 6.676936 8.400881 0.03 -0.17 0.03 0.37
H 2.390143 0.665732 -0.100144 -0.12 -0.12 -0.03 -0.66
H -5.619015 -6.720736 -8.259452 -0.05 0.19 0.04 0.29
O 6.504162 3.144191 7.321490 -0.41 -0.50 0.07 -0.30
H -4.299948 -0.526076 0.374493 0.41 0.35 -0.01 0.31
H 1.818155 -2.862474 -1.194573 0.04 0.01 0.02 0.46
H 3.515660 4.908523 3.671633 -0.02 0.00 0.01 0.40
H 2.408082 3.920509 5.690061 0.02 -0.05 0.08 0.38
C -4.536414 -3.438937 -4.382914 0.11 0.02 0.31 0.06
H 7.585042 6.302866 8.566794 -0.06 0.03 0.07 0.28
H 1.866572 0.533513 4.196827 0.07 1.41 -0.25 0.33
C -7.214425 -4.032801 -8.436328 -0.28 0.11 -0.25 -0.30
H -1.796058 -1.108628 -4.618472 0.03 -0.02 0.01 0.40
H 6.929363 2.337707 -1.274913 -0.03 0.05 -0.04 0.27
O -0.587036 -2.474488 -2.167008 -0.17 0.47 0.30 -0.44
H -3.392309 -6.819272 -9.367509 0.00 -0.02 0.01 0.40
H 0.195137 -0.977853 1.199353 0.06 0.11 -0.37 0.36
H 0.262001 3.538265 1.642972 0.33 -0.18 -0.43 0.19
```
Forces are in eV/Å.

Output
Orbital gap in eV: 6.3560
Multiplicity: 1
Net charge: +1
Highest occupied orbital energy in eV: -9.14


no.,molar mass (g/mol)
1,647.0
2,907.7